Entry from OMol25: a structure of composition C8H17F6N2O6S2Ti in a non-equilibrium geometry (ωB97M-V/def2-TZVPD).

Structure (XYZ):
```
42
Properties=species:S:1:pos:R:3:mulliken_charge:R:1
Ti 5.70 -13.24 -23.80 0.243
C 6.34 -13.11 -27.88 0.641
F 7.42 -12.62 -28.42 -0.199
F 5.74 -12.21 -27.11 -0.207
F 5.47 -13.44 -28.82 -0.249
S 6.71 -14.67 -26.87 0.888
O 5.40 -15.30 -26.72 -0.639
O 7.69 -15.40 -27.61 -0.592
N 7.24 -13.97 -25.42 -0.187
S 8.79 -14.16 -25.38 0.903
O 9.23 -15.53 -25.34 -0.626
O 9.54 -13.30 -26.26 -0.641
C 9.12 -13.44 -23.67 0.645
F 8.76 -12.18 -23.61 -0.200
F 8.47 -14.13 -22.74 -0.228
F 10.40 -13.50 -23.40 -0.218
C 2.28 -15.47 -22.87 -1.549
C 3.32 -14.45 -23.41 0.268
C 2.68 -13.27 -24.12 -0.758
O 3.71 -12.49 -24.71 0.464
C 3.30 -11.56 -25.69 -1.067
N 4.14 -14.02 -22.23 -0.481
H 1.72 -15.15 -21.99 0.344
H 2.77 -16.43 -22.74 0.444
H 1.58 -15.65 -23.70 0.429
H 3.98 -15.02 -24.07 0.061
H 2.08 -12.67 -23.41 0.401
H 1.97 -13.52 -24.91 0.479
H 2.58 -10.83 -25.29 0.373
H 2.81 -12.07 -26.52 0.326
H 4.15 -10.95 -25.97 0.261
H 4.38 -14.83 -21.67 0.267
H 3.44 -13.54 -21.67 0.288
C 4.25 -10.07 -22.20 -0.670
C 5.75 -9.94 -22.28 -0.401
O 6.27 -10.84 -23.28 -0.199
H 3.76 -9.76 -23.11 0.175
H 3.85 -9.49 -21.36 0.428
H 4.00 -11.11 -21.94 -0.040
H 6.28 -10.15 -21.34 0.264
H 5.99 -8.90 -22.54 0.356
H 6.68 -10.26 -23.93 0.204
```

Values from the calculation:
E_LUMO (spin up / spin down): -0.08 / -0.17 eV
energy above the lowest of the compared OMol25 structures with the same formula, charge and spin: 0.0 kcal/mol
spin multiplicity: 4
E: -84923.5597 eV
HOMO level (spin up / spin down): -5.1746 / -9.6966 eV
M: 463.2 g/mol


Entry from OMol25: a cluster of 2 separate species, C3H5NO2 in total in a non-equilibrium geometry (ωB97M-V/def2-TZVPD).

Structure (XYZ):
```
11
Properties=species:S:1:pos:R:3:mulliken_charge:R:1
C 1.64 -0.92 0.67 -0.777
C 1.21 0.10 -0.13 -0.048
C -0.06 0.67 -0.08 -0.224
N -2.18 0.00 -1.64 0.145
O -0.94 0.12 0.84 -0.492
O -2.82 0.10 -0.69 -0.200
H 2.64 -1.27 0.84 0.298
H 0.82 -1.42 1.12 0.253
H 1.80 0.69 -0.78 0.299
H -0.35 1.40 -0.91 0.371
H -1.76 0.53 0.75 0.375
```

Values from the calculation:
E_LUMO (spin up / spin down): -0.63 / -0.08 eV
energy above the lowest of the compared OMol25 structures with the same formula, charge and spin: 129.2 kcal/mol
E: -8772.0935 eV
HOMO level (spin up / spin down): -8.9367 / -7.1317 eV
M: 87.1 g/mol


Entry from OMol25: a cluster of 2 separate species, C2HBr2Cl2F in total in a non-equilibrium geometry (ωB97M-V/def2-TZVPD).

Structure (XYZ):
```
8
Properties=species:S:1:pos:R:3:mulliken_charge:R:1
C 0.70 -0.09 0.07 0.072
C 1.78 0.44 -0.78 0.137
F 0.75 -1.43 0.16 -0.175
Cl 0.92 0.57 1.76 -0.115
Cl 3.30 -0.25 -0.75 0.049
Br 0.89 -1.37 -3.42 -0.445
Br 1.57 2.15 -1.45 0.132
H -0.30 0.21 -0.27 0.344
```

Values from the calculation:
E_LUMO (spin up / spin down): -3.57 / -3.57 eV
energy above the lowest of the compared OMol25 structures with the same formula, charge and spin: 53.4 kcal/mol
E: -169934.5352 eV
HOMO level (spin up / spin down): -8.8370 / -8.8390 eV
M: 274.7 g/mol


Entry from OMol25: a structure of composition C29H58N2O11S in a non-equilibrium geometry (ωB97M-V/def2-TZVPD).

Structure (XYZ):
```
101
Properties=species:S:1:pos:R:3:mulliken_charge:R:1
N 4.19 4.05 0.05 -0.377
C 4.89 3.97 -1.19 0.353
O 5.89 4.65 -1.42 -0.593
C 4.34 3.08 -2.29 -0.906
C 3.03 2.33 -1.99 -0.521
C 3.17 0.81 -2.05 -0.104
O 4.48 0.29 -1.72 -0.556
S 4.46 0.02 -0.15 1.013
O 4.24 1.21 0.60 -0.516
O 5.56 -0.81 0.14 -0.573
O 3.06 -0.74 -0.18 -0.456
C 2.22 -0.08 -1.18 1.168
N 1.77 -1.19 -2.01 -0.636
C 1.09 0.61 -0.45 -1.958
C 0.00 1.17 -1.36 0.470
C -0.96 2.02 -0.53 -0.257
C -1.98 2.80 -1.43 -0.802
O -2.08 2.33 -2.77 -0.521
H 4.00 5.01 0.27 0.254
H 4.73 3.63 0.79 0.213
H 5.12 2.41 -2.63 0.375
H 4.17 3.76 -3.12 0.353
H 2.32 2.58 -2.77 0.460
H 2.62 2.70 -1.06 0.397
H 2.95 0.52 -3.07 0.662
H 0.97 -0.92 -2.57 0.237
H 1.49 -1.93 -1.39 0.284
H 0.62 -0.16 0.16 0.658
H 1.43 1.38 0.23 0.410
H -0.58 0.38 -1.81 0.081
H 0.42 1.81 -2.14 0.027
H -0.40 2.76 0.02 0.568
H -1.56 1.40 0.12 -0.081
H -2.97 2.67 -1.01 0.350
H -1.73 3.86 -1.40 0.257
H -1.40 2.77 -3.28 0.328
C -3.38 0.46 4.25 -0.576
C -1.88 0.32 4.48 -0.196
C -1.35 0.22 3.05 -0.501
O -2.24 0.99 2.24 -0.337
C -3.42 1.32 3.00 -0.278
H -3.91 0.92 5.09 0.320
H -3.82 -0.52 4.05 0.331
H -1.49 1.22 4.96 -0.051
H -1.60 -0.54 5.09 0.388
H -1.36 -0.82 2.70 0.254
H -0.34 0.61 2.94 0.241
H -3.37 2.38 3.25 0.063
H -4.30 1.13 2.39 0.276
C 8.70 -3.51 1.90 -0.587
C 7.39 -2.73 1.78 -0.275
C 6.82 -2.87 3.18 -0.397
O 7.93 -2.96 4.07 -0.414
C 9.13 -3.17 3.32 -0.421
H 9.44 -3.24 1.16 0.333
H 8.50 -4.58 1.82 0.276
H 7.60 -1.68 1.56 0.179
H 6.73 -3.10 1.01 0.315
H 6.22 -3.79 3.27 0.256
H 6.19 -2.03 3.47 0.233
H 9.72 -2.24 3.34 0.255
H 9.72 -3.96 3.79 0.292
C -2.25 -3.98 -2.32 -0.878
C -3.06 -3.22 -3.38 -0.234
C -2.70 -1.78 -3.07 -0.595
O -1.37 -1.80 -2.56 -0.253
C -0.98 -3.14 -2.26 -0.450
H -2.06 -5.02 -2.57 0.389
H -2.77 -3.95 -1.36 0.321
H -2.72 -3.49 -4.38 0.230
H -4.13 -3.41 -3.32 0.154
H -3.36 -1.35 -2.31 0.298
H -2.74 -1.13 -3.95 0.336
H -0.25 -3.46 -3.01 0.323
H -0.50 -3.16 -1.28 0.298
C -2.33 5.98 6.07 -0.568
C -1.44 4.98 6.82 -0.598
C -2.24 3.70 6.68 -0.354
O -2.94 3.78 5.44 -0.297
C -2.87 5.12 4.94 -0.467
H -1.80 6.86 5.72 0.334
H -3.15 6.30 6.72 0.265
H -0.48 4.89 6.31 0.282
H -1.25 5.26 7.86 0.348
H -2.98 3.60 7.49 0.261
H -1.61 2.81 6.68 0.227
H -2.18 5.13 4.08 0.272
H -3.85 5.43 4.60 0.310
C -7.34 -3.68 -5.94 -0.559
C -6.81 -5.11 -5.98 -0.520
C -5.56 -4.96 -6.84 -0.400
O -5.06 -3.64 -6.60 -0.397
C -6.04 -2.88 -5.89 -0.184
H -7.99 -3.48 -5.10 0.330
H -7.88 -3.46 -6.86 0.264
H -6.53 -5.44 -4.97 0.262
H -7.52 -5.83 -6.38 0.336
H -5.80 -5.06 -7.90 0.282
H -4.79 -5.69 -6.59 0.257
H -5.70 -2.75 -4.86 0.029
H -6.13 -1.90 -6.35 0.305
```

Values from the calculation:
E_LUMO: 0.47 eV
energy above the lowest of the compared OMol25 structures with the same formula, charge and spin: 11.1 kcal/mol
E: -67348.7092 eV
HOMO level: -9.0643 eV
M: 642.9 g/mol


Entry from OMol25: a cluster of 2 separate species, C5H7NO2 in total in a non-equilibrium geometry (ωB97M-V/def2-TZVPD).

Structure (XYZ):
```
15
Properties=species:S:1:pos:R:3:mulliken_charge:R:1
C 1.65 -0.96 -0.33 -0.930
C 0.41 -0.40 0.08 0.656
C 0.41 0.40 1.40 -0.996
C -0.92 -1.02 -0.13 -0.036
O -1.30 -1.56 -1.18 -0.568
H 2.40 -0.95 0.44 0.274
H 1.82 -1.33 -1.32 0.299
H -0.29 -0.11 2.01 0.270
H 0.13 1.45 1.24 0.240
H 1.46 0.44 1.82 0.352
H -1.20 -1.41 0.75 0.407
N -0.91 1.00 -1.78 -0.534
C -1.27 1.82 -0.95 0.688
O -1.36 2.63 -0.06 -0.509
H -1.03 0.00 -1.98 0.386
```

Values from the calculation:
E_LUMO: -0.56 eV
energy above the lowest of the compared OMol25 structures with the same formula, charge and spin: 70.4 kcal/mol
E: -10880.5641 eV
HOMO level: -9.5885 eV
SMILES: C=C(C)C=O.N=C=O
M: 113.1 g/mol


Entry from OMol25: a structure of composition C25H51O17Zn in a non-equilibrium geometry (ωB97M-V/def2-TZVPD).

Structure (XYZ):
```
94
Properties=species:S:1:pos:R:3:mulliken_charge:R:1
Zn 2.88 6.08 0.97 0.765
C 1.12 1.07 -0.11 -0.387
O 1.54 2.42 0.14 -0.185
H 1.23 0.41 0.75 0.277
H 0.06 1.02 -0.35 0.287
H 1.66 0.59 -0.93 0.250
C -0.48 -9.78 1.69 -0.645
O -0.03 -8.67 2.40 -0.284
C -0.02 -7.45 1.83 0.763
O -0.29 -7.23 0.62 -0.590
O 0.29 -6.54 2.78 -0.281
C 0.16 -5.15 2.61 -0.615
H 0.26 -10.15 0.98 0.293
H -1.35 -9.59 1.06 0.307
H -0.67 -10.62 2.36 0.247
H 0.93 -4.80 1.93 0.270
H 0.23 -4.58 3.54 0.235
H -0.80 -4.90 2.18 0.299
C 7.62 2.91 -1.21 -0.687
O 8.24 2.79 0.05 -0.311
C 7.71 3.44 1.08 0.775
O 6.72 4.12 1.03 -0.563
O 8.46 3.23 2.26 -0.299
C 9.73 2.50 2.23 -0.568
H 8.45 2.93 -1.93 0.268
H 7.01 3.78 -1.44 0.301
H 6.98 2.07 -1.46 0.279
H 10.44 2.97 1.55 0.283
H 9.59 1.48 1.86 0.279
H 10.08 2.43 3.26 0.238
C 2.55 1.88 5.75 -0.637
O 3.35 2.77 6.54 -0.324
C 3.75 3.95 6.03 0.820
O 3.26 4.54 5.04 -0.632
O 4.70 4.52 6.79 -0.296
C 5.19 3.93 7.98 -0.604
H 3.22 1.40 5.03 0.295
H 1.71 2.36 5.26 0.284
H 2.26 1.06 6.41 0.251
H 5.56 2.94 7.71 0.286
H 4.43 3.72 8.74 0.290
H 6.05 4.43 8.42 0.263
C -7.77 3.71 -1.49 -0.624
O -6.48 4.34 -1.30 -0.288
C -5.48 4.17 -2.20 0.759
O -5.41 3.44 -3.18 -0.544
O -4.40 4.87 -1.72 -0.302
C -3.24 4.96 -2.50 -0.637
H -7.84 2.74 -1.01 0.266
H -8.00 3.58 -2.55 0.317
H -8.53 4.33 -1.02 0.248
H -3.37 5.35 -3.51 0.315
H -2.69 4.02 -2.55 0.257
H -2.68 5.74 -1.98 0.230
C 0.11 -4.08 -3.85 -0.878
C 0.65 -5.01 -4.86 0.692
O 0.24 -4.87 -6.04 -0.577
C 1.76 -6.00 -4.44 -0.945
H 0.76 -4.05 -2.97 0.300
H -0.89 -4.48 -3.64 0.244
H 0.01 -3.08 -4.26 0.297
H 1.48 -7.04 -4.59 0.297
H 2.03 -5.85 -3.39 0.292
H 2.68 -5.72 -4.96 0.280
C -5.44 -2.10 -1.75 -0.911
C -6.49 -3.09 -2.14 0.727
O -6.14 -4.17 -2.56 -0.538
C -7.90 -2.78 -1.78 -1.078
H -4.63 -2.49 -1.14 0.301
H -5.83 -1.24 -1.21 0.276
H -5.01 -1.66 -2.66 0.265
H -8.23 -1.77 -2.00 0.347
H -8.18 -3.08 -0.77 0.272
H -8.57 -3.35 -2.42 0.339
C -5.22 1.52 3.28 -0.960
C -6.68 1.50 3.68 0.770
O -7.35 0.47 3.51 -0.573
C -7.24 2.70 4.40 -0.948
H -4.76 0.53 3.29 0.290
H -4.74 2.20 3.97 0.330
H -5.07 1.98 2.30 0.230
H -7.79 3.35 3.73 0.263
H -6.33 3.15 4.78 0.286
H -8.05 2.42 5.09 0.315
C 4.15 0.06 -6.34 -1.077
C 3.74 1.53 -6.42 0.807
O 4.53 2.47 -6.42 -0.556
C 2.24 1.79 -6.28 -0.964
H 3.63 -0.54 -7.09 0.344
H 3.80 -0.38 -5.41 0.278
H 5.23 -0.06 -6.45 0.300
H 1.62 0.97 -6.65 0.319
H 1.97 2.75 -6.72 0.335
H 2.04 1.99 -5.23 0.214
```

Values from the calculation:
E_LUMO: -9.48 eV
charge: +1
energy above the lowest of the compared OMol25 structures with the same formula, charge and spin: 242.7 kcal/mol
E: -109960.0146 eV
HOMO level: -10.8724 eV
M: 689.1 g/mol